C18H52ClN13O25Si | ωB97M-V/def2-TZVPD

Geometry (Å):
1 C -2.177 -0.260 -0.949
2 C -0.920 0.050 -1.770
3 C 0.080 -1.109 -1.670
4 C 1.529 -0.738 -2.041
5 N 2.485 -1.123 -0.975
6 Si 2.714 -0.103 0.402
7 Cl 2.046 1.848 0.141
8 C 4.562 -0.094 0.791
9 O 4.884 0.801 1.853
10 C 5.405 0.126 2.983
11 H -1.910 -0.362 0.100
12 H -2.639 -1.178 -1.311
13 H -2.912 0.540 -1.058
14 H -1.225 0.161 -2.814
15 H -0.472 0.986 -1.429
16 H -0.264 -1.882 -2.361
17 H 0.059 -1.569 -0.680
18 H 1.591 0.314 -2.334
19 H 1.806 -1.319 -2.923
20 H 3.385 -1.322 -1.400
21 H 1.991 -0.625 1.576
22 H 4.830 -1.129 1.034
23 H 5.101 0.185 -0.122
24 H 5.622 0.875 3.743
25 H 6.330 -0.407 2.738
26 H 4.679 -0.587 3.386
27 C 0.465 1.385 3.363
28 N -0.818 1.826 3.976
29 O -0.852 2.915 4.506
30 O -1.754 1.055 3.909
31 H 1.194 2.174 3.501
32 H 0.760 0.467 3.864
33 H 0.280 1.197 2.311
34 C 3.115 0.005 -6.184
35 N 1.812 0.397 -5.585
36 O 1.720 1.525 -5.144
37 O 0.920 -0.428 -5.574
38 H 3.774 0.856 -6.117
39 H 3.491 -0.845 -5.622
40 H 2.931 -0.270 -7.218
41 C -3.783 -1.969 2.697
42 N -3.357 -2.797 1.538
43 O -2.262 -2.602 1.058
44 O -4.147 -3.633 1.141
45 H -2.993 -1.271 2.938
46 H -4.694 -1.453 2.406
47 H -3.970 -2.658 3.513
48 C -2.728 -6.196 3.325
49 N -4.064 -5.813 3.854
50 O -4.205 -4.667 4.226
51 O -4.928 -6.664 3.893
52 H -2.089 -5.323 3.363
53 H -2.355 -6.992 3.963
54 H -2.862 -6.551 2.307
55 C -7.894 -6.582 5.335
56 N -9.199 -6.137 5.898
57 O -9.295 -4.985 6.267
58 O -10.083 -6.965 5.954
59 H -7.206 -5.746 5.344
60 H -7.537 -7.398 5.954
61 H -8.076 -6.927 4.322
62 C 0.229 -3.011 5.815
63 N -0.030 -3.129 4.357
64 O 0.082 -2.139 3.668
65 O -0.364 -4.228 3.955
66 H 0.511 -1.986 6.027
67 H -0.700 -3.281 6.311
68 H 1.024 -3.705 6.069
69 C -3.998 -2.519 8.714
70 N -3.201 -2.903 7.518
71 O -3.517 -2.443 6.447
72 O -2.265 -3.664 7.697
73 H -4.784 -1.846 8.394
74 H -4.402 -3.433 9.139
75 H -3.320 -2.041 9.414
76 C -1.411 1.813 -5.720
77 N -2.692 2.263 -5.114
78 O -2.741 3.394 -4.667
79 O -3.609 1.472 -5.095
80 H -0.680 2.608 -5.671
81 H -1.073 0.949 -5.158
82 H -1.623 1.539 -6.750
83 C -2.893 6.350 -3.356
84 N -2.298 7.513 -2.643
85 O -2.349 7.530 -1.433
86 O -1.783 8.370 -3.335
87 H -3.299 5.665 -2.622
88 H -3.666 6.726 -4.018
89 H -2.102 5.880 -3.931
90 C 7.262 2.396 0.017
91 N 7.644 1.749 -1.268
92 O 8.720 2.024 -1.750
93 O 6.837 0.980 -1.753
94 H 8.069 3.051 0.324
95 H 6.345 2.949 -0.161
96 H 7.086 1.608 0.743
97 C 6.042 4.050 -7.305
98 N 5.514 2.936 -8.137
99 O 5.647 3.003 -9.336
100 O 4.965 2.026 -7.544
101 H 6.494 4.781 -7.964
102 H 5.200 4.468 -6.760
103 H 6.769 3.624 -6.619
104 C 1.061 5.664 -4.386
105 N 1.409 5.007 -5.676
106 O 2.522 5.185 -6.124
107 O 0.549 4.327 -6.193
108 H 1.923 6.226 -4.046
109 H 0.214 6.318 -4.576
110 H 0.793 4.877 -3.687

For the total energy, the calculation gives -4058.4652 hartree.

---

C18H52N2O12 | ωB97M-V/def2-TZVPD

Geometry (Å):
1 C 2.938 -0.309 -2.249
2 O 3.469 -1.613 -2.284
3 C 4.517 -1.819 -3.200
4 C 5.315 -3.056 -2.786
5 C 6.067 -2.804 -1.489
6 N 6.276 -3.439 -3.825
7 H 3.525 0.333 -1.582
8 H 1.909 -0.374 -1.902
9 H 2.955 0.148 -3.247
10 H 4.143 -1.938 -4.225
11 H 5.211 -0.961 -3.164
12 H 4.566 -3.839 -2.642
13 H 5.351 -2.695 -0.670
14 H 6.685 -1.908 -1.543
15 H 6.658 -3.684 -1.239
16 H 5.819 -3.752 -4.677
17 H 6.784 -2.609 -4.126
18 C -5.483 -0.421 -0.505
19 O -4.870 -1.020 -1.601
20 C -3.529 -1.443 -1.320
21 C -2.925 -2.038 -2.577
22 C -3.613 -3.331 -2.957
23 N -1.490 -2.273 -2.410
24 H -4.887 0.409 -0.087
25 H -5.730 -1.142 0.285
26 H -6.409 0.067 -0.821
27 H -2.957 -0.548 -1.039
28 H -3.567 -2.151 -0.482
29 H -3.035 -1.317 -3.391
30 H -3.420 -3.633 -3.983
31 H -4.683 -3.262 -2.752
32 H -3.268 -4.148 -2.309
33 H -1.042 -1.454 -2.017
34 H -1.346 -3.051 -1.777
35 O -0.005 2.866 -0.298
36 C 0.431 2.076 -1.406
37 C -0.423 0.851 -1.608
38 O -0.195 -0.131 -0.603
39 H 0.247 2.387 0.503
40 H 0.381 2.724 -2.288
41 H 1.498 1.835 -1.309
42 H -0.153 0.420 -2.576
43 H -1.467 1.185 -1.621
44 H -0.675 0.167 0.182
45 O -4.505 2.770 2.086
46 C -3.477 3.724 1.782
47 C -3.198 3.785 0.315
48 O -4.371 4.235 -0.344
49 H -5.251 2.910 1.493
50 H -3.761 4.689 2.212
51 H -2.583 3.415 2.330
52 H -2.903 2.792 -0.047
53 H -2.334 4.435 0.135
54 H -4.130 4.530 -1.227
55 O 1.778 2.332 1.763
56 C 1.090 3.051 2.806
57 C 1.197 2.323 4.113
58 O 2.483 2.599 4.642
59 H 2.454 2.917 1.409
60 H 1.472 4.069 2.891
61 H 0.042 3.167 2.503
62 H 1.049 1.250 3.959
63 H 0.427 2.704 4.796
64 H 2.694 1.982 5.348
65 O 2.940 -0.177 1.036
66 C 2.256 -1.238 1.696
67 C 3.033 -2.515 1.545
68 O 2.878 -3.103 0.272
69 H 2.460 0.632 1.250
70 H 2.063 -0.986 2.748
71 H 1.267 -1.379 1.231
72 H 2.674 -3.246 2.271
73 H 4.094 -2.319 1.758
74 H 3.056 -2.431 -0.397
75 O -3.523 0.807 4.121
76 C -2.935 -0.198 3.303
77 C -1.601 0.254 2.742
78 O -1.755 0.927 1.482
79 H -3.872 1.490 3.531
80 H -2.796 -1.098 3.901
81 H -3.599 -0.444 2.468
82 H -0.898 -0.568 2.599
83 H -1.135 0.947 3.454
84 H -2.353 1.663 1.638

As for the energy relative to the best compared isomer or geometry (same formula, charge and spin): 0.0 kJ/mol.

---

C18H53NO8 | ωB97M-V/def2-TZVPD

Geometry (Å):
1 C 1.655 -3.853 -4.276
2 O 2.592 -2.807 -4.166
3 C 2.843 -2.457 -2.822
4 C 3.554 -1.118 -2.808
5 C 4.102 -0.737 -1.449
6 N 2.702 -0.026 -3.339
7 H 1.992 -4.754 -3.739
8 H 1.591 -4.128 -5.326
9 H 0.694 -3.545 -3.849
10 H 1.920 -2.444 -2.223
11 H 3.478 -3.245 -2.377
12 H 4.340 -1.198 -3.567
13 H 3.289 -0.487 -0.763
14 H 4.782 0.105 -1.553
15 H 4.670 -1.566 -1.019
16 H 1.910 0.073 -2.699
17 H 2.239 -0.366 -4.180
18 C -0.660 -1.435 -6.527
19 C -1.078 -0.640 -5.320
20 O 0.082 -0.020 -4.767
21 H -0.134 -2.356 -6.274
22 H 0.085 -0.842 -7.069
23 H -1.490 -1.649 -7.197
24 H -1.530 -1.276 -4.546
25 H -1.824 0.120 -5.588
26 H -0.130 0.253 -3.860
27 C 1.483 -0.514 4.769
28 C 1.800 -1.504 5.888
29 O 1.162 -1.095 7.092
30 H 1.934 -0.810 3.824
31 H 1.936 0.435 5.064
32 H 0.398 -0.437 4.736
33 H 2.883 -1.553 6.049
34 H 1.461 -2.516 5.667
35 H 1.769 -0.632 7.673
36 C -0.227 -1.160 1.249
37 C 0.016 -1.617 -0.168
38 O -1.178 -1.483 -0.944
39 H -0.955 -1.844 1.699
40 H -0.644 -0.158 1.335
41 H 0.640 -1.216 1.912
42 H 0.318 -2.665 -0.208
43 H 0.838 -1.058 -0.635
44 H -1.097 -0.673 -1.465
45 C -3.666 0.344 1.921
46 C -4.673 -0.321 2.865
47 O -5.948 -0.493 2.225
48 H -2.668 0.256 2.352
49 H -3.937 1.401 1.890
50 H -3.694 -0.128 0.943
51 H -4.836 0.301 3.750
52 H -4.305 -1.292 3.199
53 H -6.525 0.228 2.490
54 C -3.131 0.820 -2.313
55 C -1.958 1.777 -2.559
56 O -0.679 1.182 -2.325
57 H -3.390 0.343 -3.252
58 H -3.951 1.384 -1.866
59 H -2.897 0.084 -1.545
60 H -2.044 2.681 -1.946
61 H -1.989 2.133 -3.594
62 H -0.110 1.774 -1.802
63 C 1.850 2.499 1.303
64 C 0.501 2.523 0.607
65 O 0.622 2.973 -0.753
66 H 1.836 1.950 2.241
67 H 2.197 3.518 1.495
68 H 2.589 2.081 0.614
69 H -0.186 3.197 1.127
70 H 0.019 1.548 0.630
71 H 0.731 3.927 -0.734
72 C -1.094 2.400 3.792
73 C -0.278 2.698 5.040
74 O 0.764 3.617 4.712
75 H -0.531 1.681 3.196
76 H -1.348 3.314 3.259
77 H -2.036 1.935 4.086
78 H 0.125 1.763 5.440
79 H -0.924 3.139 5.810
80 H 1.354 3.665 5.469

As for the energy relative to the best compared isomer or geometry (same formula, charge and spin): 38.0 kJ/mol.